1.
Here is C4H3FS in the gas phase from the Open Molecules 2025 dataset. Energies are from wB97M-V/def2-TZVPD.

```
! RIJCOSX wB97M-V def2-TZVPD def2/J DEFGRID3
* xyz 0 1
F -3.14 -0.43 0.51
C -2.54 -0.35 -0.62
C -1.31 0.02 -0.64
C -0.91 0.28 0.73
C -0.77 1.55 0.99
S -0.75 3.15 0.94
H -3.14 -0.74 -1.39
H -0.59 0.00 -1.47
H -1.33 -0.54 1.26
*
```

Computed properties:
SMILES string	F/C=C\C=C=S
max |F|	0.0764	Eh/bohr
gap between HOMO and LUMO	8.18	eV
molecular weight	102.13	g/mol

Here are the natural (NBO) charges for atoms 1 to 4, given in e:
1. F -0.31
2. C 0.24
3. C -0.29
4. C -0.46



2.
Here is C9H17N5O in the gas phase from the Open Molecules 2025 dataset. Energies are from wB97M-V/def2-TZVPD.

```
! RIJCOSX wB97M-V def2-TZVPD def2/J DEFGRID3
* xyz 0 1
N -2.23 -1.23 1.31
C -2.42 -0.83 -0.10
N -3.29 -1.58 -0.97
N -1.20 -0.71 -0.65
C -0.42 0.29 -0.41
N 0.81 0.20 -0.96
C 1.81 1.25 -0.88
C 2.62 1.21 0.44
C 3.28 -0.14 0.62
C 2.30 -1.29 0.30
C 1.53 -1.00 -1.10
C -0.94 1.58 0.19
C -2.37 1.62 0.08
N -3.11 0.60 0.14
O -4.34 0.70 0.29
H -3.11 -1.09 1.78
H -1.84 -2.15 1.36
H -3.34 -2.53 -0.61
H -4.23 -1.09 -0.93
H 1.33 2.27 -0.90
H 2.39 1.19 -1.81
H 2.03 0.97 1.37
H 3.03 2.09 0.79
H 4.22 -0.24 -0.03
H 3.72 -0.24 1.64
H 2.89 -2.23 0.01
H 1.64 -1.58 1.08
H 2.31 -0.99 -1.85
H 0.90 -1.77 -1.28
H -0.50 2.53 -0.29
H -0.62 1.64 1.26
H -2.85 2.56 0.10
*
```

Computed properties:
SMILES string	NC1(N)N=C(N2CCCCC2)CC=[N+]1[O-]
max |F|	0.0847	Eh/bohr
gap between HOMO and LUMO	9.06	eV
molecular weight	211.27	g/mol

Here are the natural (NBO) charges for atoms 1 to 4, given in e:
1. N -0.87
2. C 0.53
3. N -0.85
4. N -0.56



3.
Here is C3H4F2O in the gas phase from the Open Molecules 2025 dataset. Energies are from wB97M-V/def2-TZVPD.

```
! RIJCOSX wB97M-V def2-TZVPD def2/J DEFGRID3
* xyz 0 1
F -1.07 1.04 -0.73
C -0.67 -0.10 -0.05
F -1.79 -0.72 0.53
C 0.28 0.58 0.83
O 1.35 -0.22 0.14
C 0.31 -0.70 -0.79
H 0.66 1.65 0.57
H 0.27 0.63 2.03
H 0.23 -1.86 -0.78
H 0.43 -0.31 -1.74
*
```

Computed properties:
SMILES string	FC1(F)COC1
max |F|	0.1633	Eh/bohr
gap between HOMO and LUMO	11.34	eV
molecular weight	94.06	g/mol

Here are the natural (NBO) charges for atoms 1 to 4, given in e:
1. F -0.35
2. C 0.60
3. F -0.32
4. C -0.12



4.
Here is a gas-phase ion, C4H3O3S (charge -1) from the Open Molecules 2025 dataset. Energies are from wB97M-V/def2-TZVPD.

```
! RIJCOSX wB97M-V def2-TZVPD def2/J DEFGRID3
* xyz -1 1
C -0.56 0.50 -1.01
C -0.35 -0.79 -0.48
C 0.50 0.98 0.81
C 0.30 -0.56 0.88
O -0.44 -1.88 -1.03
O 1.42 1.69 1.21
O 1.47 -1.33 1.13
S -2.06 1.28 -1.38
H -0.40 -0.78 1.66
H 1.73 -1.34 0.22
H -1.61 2.23 -2.02
*
```

Computed properties:
max |F|	0.0829	Eh/bohr
gap between HOMO and LUMO (spin up / spin down)	6.15 / 6.15	eV
molecular weight	131.13	g/mol

Here are the natural (NBO) charges for atoms 1 to 4, given in e:
1. C -0.47
2. C 0.34
3. C 0.51
4. C -0.12



5.
Here is 3 unconnected molecules or ions with the total composition C2H9N3O from the Open Molecules 2025 dataset. Energies are from wB97M-V/def2-TZVPD.

```
! RIJCOSX wB97M-V def2-TZVPD def2/J DEFGRID3
* xyz 0 1
N -0.23 0.04 -2.06
C 0.89 -0.60 -1.66
O 1.73 -0.07 -0.93
H -0.91 -0.41 -2.65
H -0.49 0.86 -1.53
H 1.12 -1.49 -2.27
C -0.29 1.57 1.81
N 0.10 1.36 0.64
H -0.19 0.89 2.67
H -0.88 2.46 2.00
H 0.83 0.60 0.42
N -0.55 -1.54 0.94
H 0.01 -1.56 0.05
H 0.08 -1.33 1.70
H -1.23 -0.79 0.87
*
```

Computed properties:
SMILES string	NC=O.C=N.N
max |F|	0.0473	Eh/bohr
gap between HOMO and LUMO	10.27	eV
molecular weight	91.11	g/mol

Here are the natural (NBO) charges for atoms 1 to 4, given in e:
1. N -0.81
2. C 0.50
3. O -0.62
4. H 0.40



6.
Here is C6H12N2 in the gas phase from the Open Molecules 2025 dataset. Energies are from wB97M-V/def2-TZVPD.

```
! RIJCOSX wB97M-V def2-TZVPD def2/J DEFGRID3
* xyz 0 1
C 3.06 0.38 -0.02
N 1.97 1.06 -0.67
C 0.77 0.78 -0.41
C -0.34 1.56 -1.23
N 0.23 0.02 0.56
C -0.88 -0.59 0.51
C -1.22 -1.72 -0.43
C -1.83 -0.40 1.66
H 2.74 -0.44 0.64
H 3.73 -0.02 -0.78
H 3.60 1.11 0.59
H -0.87 2.23 -0.55
H -1.04 0.95 -1.79
H 0.19 2.16 -1.97
H -1.08 -2.66 0.09
H -0.58 -1.69 -1.31
H -2.26 -1.65 -0.75
H -1.92 -1.33 2.23
H -1.46 0.37 2.33
H -2.81 -0.12 1.29
*
```

Computed properties:
SMILES string	C/N=C(/C)N=C(C)C
max |F|	0.0499	Eh/bohr
gap between HOMO and LUMO	8.83	eV
molecular weight	112.18	g/mol

Here are the natural (NBO) charges for atoms 1 to 4, given in e:
1. C -0.43
2. N -0.50
3. C 0.43
4. C -0.65



7.
Here is a molecular structure, H12O6 from the Open Molecules 2025 dataset. Energies are from wB97M-V/def2-TZVPD.

```
! RIJCOSX wB97M-V def2-TZVPD def2/J DEFGRID3
* xyz 0 1
O 1.26 -1.17 0.83
H 0.35 -0.88 0.89
H 1.32 -1.63 0.00
O -0.16 1.65 1.87
H -0.16 0.74 1.58
H 0.75 1.94 1.74
O 1.96 1.14 0.84
H 2.90 0.94 0.75
H 1.55 0.28 0.93
O -0.44 -0.12 0.78
H -0.77 0.18 -0.06
H -1.22 -0.32 1.29
O 0.12 -0.65 -2.06
H -0.80 -0.74 -1.82
H 0.14 0.12 -2.63
O -1.88 -0.45 -1.60
H -2.42 -1.22 -1.39
H -2.50 0.19 -1.94
*
```

Computed properties:
max |F|	0.1943	Eh/bohr
gap between HOMO and LUMO	8.62	eV
molecular weight	108.09	g/mol

Here are the natural (NBO) charges for atoms 1 to 4, given in e:
1. O -0.99
2. H 0.44
3. H 0.47
4. O -1.04



8.
Here is 10 unconnected molecules or ions with the total composition C9H38O10 from the Open Molecules 2025 dataset. Energies are from wB97M-V/def2-TZVPD.

```
! RIJCOSX wB97M-V def2-TZVPD def2/J DEFGRID3
* xyz 0 1
C 2.46 -1.84 -3.62
C 1.74 -3.14 -3.25
C 0.25 -3.25 -3.48
O 2.30 -4.21 -3.97
H 2.07 -1.04 -2.98
H 2.28 -1.63 -4.70
H 3.52 -1.98 -3.39
H 1.95 -3.28 -2.18
H -0.22 -2.35 -3.07
H -0.14 -4.14 -2.94
H 0.02 -3.33 -4.55
H 3.22 -4.33 -3.74
C -0.44 0.39 1.85
C 0.38 0.22 0.60
C -0.07 -0.86 -0.30
O 0.35 1.44 -0.17
H -0.48 -0.59 2.32
H -1.44 0.65 1.55
H -0.07 1.13 2.55
H 1.42 0.00 0.84
H -0.16 -1.85 0.21
H 0.61 -1.03 -1.12
H -1.05 -0.63 -0.77
H 1.17 1.91 -0.02
C -4.20 0.40 2.93
C -4.91 -0.76 2.20
C -4.10 -1.40 1.07
O -5.30 -1.84 3.09
H -4.06 1.12 2.13
H -3.25 0.10 3.29
H -4.88 0.76 3.70
H -5.84 -0.38 1.77
H -4.71 -2.11 0.45
H -3.26 -1.97 1.49
H -3.79 -0.62 0.37
H -5.94 -1.56 3.75
O 1.73 3.66 2.21
H 1.52 3.05 2.92
H 0.93 3.69 1.69
O 0.83 1.92 4.46
H 0.78 2.14 5.40
H 1.45 1.16 4.38
O -1.82 3.23 0.12
H -2.56 2.97 -0.43
H -1.08 2.67 -0.12
O 3.70 -0.42 0.94
H 3.57 -1.36 0.74
H 4.06 -0.05 0.11
O 3.78 0.78 -1.68
H 3.87 0.91 -2.64
H 3.55 1.65 -1.28
O 1.21 1.61 -2.95
H 0.33 1.93 -2.67
H 1.51 1.17 -2.16
O 2.52 3.42 -0.44
H 1.95 4.03 -0.92
H 2.75 3.84 0.41
*
```

Computed properties:
SMILES string	CC(C)O.CC(C)O.CC(C)O.O.O.O.O.O.O.O
max |F|	0.0412	Eh/bohr
gap between HOMO and LUMO	10.26	eV
molecular weight	306.39	g/mol

Here are the natural (NBO) charges for atoms 1 to 4, given in e:
1. C -0.63
2. C 0.11
3. C -0.62
4. O -0.73



9.
Here is 2 unconnected molecules or ions with the total composition C4H12N2S from the Open Molecules 2025 dataset. Energies are from wB97M-V/def2-TZVPD.

```
! RIJCOSX wB97M-V def2-TZVPD def2/J DEFGRID3
* xyz 0 1
C -0.64 1.18 -1.20
C 0.68 1.02 -1.02
C 1.17 1.72 0.20
C 1.42 0.17 -2.06
H -1.31 0.75 -2.03
H -1.34 1.67 -0.55
H 0.39 2.09 0.70
H 1.82 2.47 -0.10
H 1.85 1.08 0.76
H 1.19 0.51 -2.96
H 2.49 0.32 -1.95
H 1.02 -0.99 -2.04
N -1.14 -0.77 2.91
S -0.38 -1.29 1.46
N -1.33 -2.66 0.85
H -1.96 -0.17 2.87
H -1.34 -1.52 3.54
H -0.60 -3.22 0.48
H -1.97 -2.33 0.13
*
```

Computed properties:
SMILES string	C=C(C)C.NSN
max |F|	0.1050	Eh/bohr
gap between HOMO and LUMO	9.21	eV
molecular weight	120.22	g/mol

Here are the natural (NBO) charges for atoms 1 to 4, given in e:
1. C -0.42
2. C 0.03
3. C -0.62
4. C -0.62



10.
Here is 2 unconnected molecules or ions with the total composition C5HNO2 from the Open Molecules 2025 dataset. Energies are from wB97M-V/def2-TZVPD.

```
! RIJCOSX wB97M-V def2-TZVPD def2/J DEFGRID3
* xyz 0 1
C 0.50 -0.29 -0.06
C 1.89 0.28 -0.32
C 3.19 0.18 -0.16
C -0.64 0.44 0.17
C -1.91 -0.20 -0.10
H 4.58 -0.22 0.35
N -3.01 -0.39 -0.24
O 0.43 -1.55 0.29
O -0.64 1.61 0.23
*
```

Computed properties:
max |F|	0.2026	Eh/bohr
gap between HOMO and LUMO	8.62	eV
molecular weight	107.07	g/mol

Here are the natural (NBO) charges for atoms 1 to 4, given in e:
1. C 0.40
2. C -0.20
3. C -0.11
4. C 0.38



Copy entry 8 word for word.
Here is 10 unconnected molecules or ions with the total composition C9H38O10 from the Open Molecules 2025 dataset. Energies are from wB97M-V/def2-TZVPD.

```
! RIJCOSX wB97M-V def2-TZVPD def2/J DEFGRID3
* xyz 0 1
C 2.46 -1.84 -3.62
C 1.74 -3.14 -3.25
C 0.25 -3.25 -3.48
O 2.30 -4.21 -3.97
H 2.07 -1.04 -2.98
H 2.28 -1.63 -4.70
H 3.52 -1.98 -3.39
H 1.95 -3.28 -2.18
H -0.22 -2.35 -3.07
H -0.14 -4.14 -2.94
H 0.02 -3.33 -4.55
H 3.22 -4.33 -3.74
C -0.44 0.39 1.85
C 0.38 0.22 0.60
C -0.07 -0.86 -0.30
O 0.35 1.44 -0.17
H -0.48 -0.59 2.32
H -1.44 0.65 1.55
H -0.07 1.13 2.55
H 1.42 0.00 0.84
H -0.16 -1.85 0.21
H 0.61 -1.03 -1.12
H -1.05 -0.63 -0.77
H 1.17 1.91 -0.02
C -4.20 0.40 2.93
C -4.91 -0.76 2.20
C -4.10 -1.40 1.07
O -5.30 -1.84 3.09
H -4.06 1.12 2.13
H -3.25 0.10 3.29
H -4.88 0.76 3.70
H -5.84 -0.38 1.77
H -4.71 -2.11 0.45
H -3.26 -1.97 1.49
H -3.79 -0.62 0.37
H -5.94 -1.56 3.75
O 1.73 3.66 2.21
H 1.52 3.05 2.92
H 0.93 3.69 1.69
O 0.83 1.92 4.46
H 0.78 2.14 5.40
H 1.45 1.16 4.38
O -1.82 3.23 0.12
H -2.56 2.97 -0.43
H -1.08 2.67 -0.12
O 3.70 -0.42 0.94
H 3.57 -1.36 0.74
H 4.06 -0.05 0.11
O 3.78 0.78 -1.68
H 3.87 0.91 -2.64
H 3.55 1.65 -1.28
O 1.21 1.61 -2.95
H 0.33 1.93 -2.67
H 1.51 1.17 -2.16
O 2.52 3.42 -0.44
H 1.95 4.03 -0.92
H 2.75 3.84 0.41
*
```

Computed properties:
SMILES string	CC(C)O.CC(C)O.CC(C)O.O.O.O.O.O.O.O
max |F|	0.0412	Eh/bohr
gap between HOMO and LUMO	10.26	eV
molecular weight	306.39	g/mol

Here are the natural (NBO) charges for atoms 1 to 4, given in e:
1. C -0.63
2. C 0.11
3. C -0.62
4. O -0.73